No. 1
DFT (wB97M-V/def2-TZVPD) results for a structure of composition C29H28N4O4PtS2 in a non-equilibrium geometry.

Output
molar mass = 755.78 g mol⁻¹
expectation value of S² = 2.047
spin multiplicity = 3
energy relative to the best compared isomer or geometry (same formula, charge and spin) = 31.2 kcal/mol
Kohn-Sham gap (alpha / beta) = 5.17 / 5.66 eV
total charge = 0
electronic energy = -2557.4148 a.u.

CARTESIAN COORDINATES (ANGSTROEM)
1 Pt -1.00464 -0.88521 0.21513
2 S -1.24715 -0.85717 -2.12116
3 S 6.06118 -0.27518 0.80636
4 O -1.25748 -2.88666 0.48909
5 O -1.08960 -5.11620 -0.34568
6 O -0.96095 1.09100 0.18921
7 O 5.90068 -1.53074 0.06946
8 N -1.28457 -2.34723 2.79736
9 N -1.04879 -1.11270 2.29287
10 N -3.37939 0.69354 -1.49759
11 N -3.69331 -0.82576 -3.21722
12 C 0.47564 3.35355 3.38937
13 C -2.88578 -0.31818 -2.24364
14 C -4.79994 1.73391 -3.19154
15 C -0.07828 2.96994 1.08101
16 C -1.01241 -6.95125 1.11546
17 C 5.47349 3.18208 -1.19961
18 C -1.35285 -3.25772 1.79003
19 C -0.91246 -0.04543 3.13708
20 C -1.12913 -5.57916 0.85055
21 C -7.05743 2.45586 -2.72686
22 C 5.39384 0.97309 -0.29399
23 C 5.93891 2.23957 -0.28175
24 C -0.54652 1.72927 1.30956
25 C -1.27251 -4.65915 2.01049
26 C -6.86784 2.24180 -1.37763
27 C -4.60743 1.42738 -1.84640
28 C -1.22765 -5.19651 3.28449
29 C -0.45039 1.23167 2.66454
30 C 4.42425 2.87272 -2.11814
31 C 4.42275 0.62982 -1.19695
32 C 0.29305 3.80555 2.07935
33 C 3.90652 1.60261 -2.05912
34 C -1.06208 -6.55966 3.49383
35 C -6.02401 2.14466 -3.62212
36 C -0.94545 -7.39539 2.40303
37 C 4.05735 3.85857 -3.19289
38 C -5.64564 1.70951 -0.92199
39 C 7.79481 0.05218 0.57824
40 C -0.01644 2.09937 3.70660
41 H -7.77700 2.47522 -0.75093
42 H -1.00399 -0.12787 4.24589
43 H 5.98595 4.18287 -1.20932
44 H -4.02823 1.53150 -3.90508
45 H 0.81105 4.03210 4.24727
46 H 3.01782 3.70986 -3.52813
47 H -6.21596 2.14317 -4.70888
48 H -3.32493 -1.63085 -3.67392
49 H 0.53968 4.83967 1.89660
50 H 7.94661 0.41794 -0.44167
51 H -0.94560 -7.75258 0.34300
52 H -5.49439 1.47661 0.16370
53 H 4.12743 4.88445 -2.75926
54 H -1.24006 -4.01841 -0.12628
55 H 3.15233 1.26406 -2.75314
56 H 7.95723 0.82211 1.30890
57 H -0.04391 1.70279 4.76326
58 H -0.73573 -8.45152 2.62117
59 H 0.05643 3.33081 0.07185
60 H -1.02793 -6.91420 4.51905
61 H 4.06799 -0.38215 -1.26031
62 H -4.71126 -0.73409 -3.16508
63 H 8.32796 -0.82477 0.87744
64 H 4.78077 3.87816 -4.01902
65 H 6.58517 2.43458 0.57134
66 H -2.90378 0.98697 -0.66712
67 H -7.97921 2.94662 -3.08855
68 H -1.20686 -4.52136 4.12837



No. 2
DFT (wB97M-V/def2-TZVPD) results for a cluster of 2 separate species, C3H10N2O in total in a non-equilibrium geometry.

Output
molar mass = 90.13 g mol⁻¹
energy relative to the best compared isomer or geometry (same formula, charge and spin) = 108.3 kcal/mol
Kohn-Sham gap = 7.66 eV
total charge = 0
electronic energy = -304.9021 a.u.

CARTESIAN COORDINATES (ANGSTROEM)
1 O 0.06491 -1.08702 -0.97978
2 N -1.95683 0.48379 0.74464
3 N -2.20433 -0.57040 -0.20025
4 C 0.87491 -0.27520 -0.47844
5 C 1.07215 1.16106 -0.94062
6 C 1.48084 -0.62834 0.85028
7 H -2.25399 -1.41845 0.36395
8 H 1.63413 0.14035 1.57005
9 H 1.93073 1.61172 -0.59116
10 H 0.21717 1.60402 -0.64644
11 H 2.55845 -1.05093 0.97853
12 H 1.00064 1.10494 -2.01249
13 H 0.89418 -1.36008 1.26041
14 H -1.38761 -0.68752 -0.95779
15 H -3.01815 -0.40928 -0.85016
16 H -2.41484 0.35139 1.60647



No. 3
DFT (wB97M-V/def2-TZVPD) results for the molecule C5H8N2 in a non-equilibrium geometry.

Output
molar mass = 96.13 g mol⁻¹
structure (SMILES) = C[C@@]1(CC#N)CN1
energy relative to the best compared isomer or geometry (same formula, charge and spin) = 29.1 kcal/mol
Kohn-Sham gap = 10.89 eV
total charge = 0
electronic energy = -304.7892 a.u.

CARTESIAN COORDINATES (ANGSTROEM)
1 N 2.51159 1.64594 1.05500
2 N -0.84923 -1.26707 -0.82859
3 C 1.32031 -0.14661 -0.44212
4 C -0.84603 1.17162 -0.02605
5 C 2.02476 0.83160 0.39226
6 C -0.71946 -1.33129 0.62827
7 C -0.17395 -0.18108 -0.13088
8 H -0.90504 1.65794 -1.00749
9 H -1.78995 -0.99029 -1.09861
10 H 1.75863 -1.13816 -0.29603
11 H -0.28352 1.83363 0.63944
12 H -1.60156 -1.15868 1.24243
13 H -0.06080 -2.11774 0.99142
14 H -1.85929 1.07356 0.37531
15 H 1.47355 0.11661 -1.49435



No. 4
DFT (wB97M-V/def2-TZVPD) results for the molecule C2H2N2O in a non-equilibrium geometry.

Output
molar mass = 70.05 g mol⁻¹
energy relative to the best compared isomer or geometry (same formula, charge and spin) = 126.9 kcal/mol
Kohn-Sham gap = 9.03 eV
total charge = 0
electronic energy = -261.9617 a.u.

CARTESIAN COORDINATES (ANGSTROEM)
1 O 0.13304 -0.85549 0.06298
2 N 0.23656 1.66893 -0.41244
3 N -0.81145 1.18443 -0.19343
4 C -1.10651 -0.20021 -0.08788
5 C 1.23177 -0.26376 -0.10474
6 H 2.00667 -1.06643 -0.05276
7 H -1.69008 -0.46746 0.78826